A single C17H24N2O5 molecule, computed with ωB97M-V/def2-TZVPD.

The HOMO energy is -7.40 eV. As for the SMILES: CCOC(=O)C1CCN(C(=O)Nc2ccc(OC)c(OC)c2)CC1. Its HOMO-LUMO gap is 7.949 eV. The value obtained for the energy is -1147.91565 a.u. The relative energy (zero: lowest compared OMol25 entry of this formula, charge and spin) is 1.851 eV.

CARTESIAN COORDINATES (ANGSTROEM)
C -6.147 -3.060 -0.253
C -6.552 -1.834 0.552
H -7.629 -1.666 0.502
H -6.238 -1.944 1.595
O -5.965 -0.644 0.018
C -4.722 -0.348 0.399
O -4.076 -1.001 1.177
C -4.224 0.901 -0.307
C -3.274 0.456 -1.434
H -3.647 -0.458 -1.899
H -3.234 1.228 -2.203
C -1.869 0.211 -0.892
N -1.320 1.448 -0.374
C -0.003 1.655 -0.061
O 0.391 2.738 0.326
N 0.806 0.556 -0.238
C 2.196 0.491 -0.108
C 3.006 1.608 0.034
C 4.371 1.438 0.138
C 4.978 0.187 0.095
C 4.160 -0.946 -0.065
C 2.786 -0.771 -0.156
H 2.145 -1.632 -0.277
O 4.758 -2.183 -0.135
C 3.948 -3.324 -0.237
H 3.268 -3.417 0.617
H 4.636 -4.169 -0.240
H 3.369 -3.330 -1.167
O 6.342 0.218 0.190
C 7.077 -0.951 0.467
H 8.097 -0.610 0.646
H 6.705 -1.461 1.359
H 7.069 -1.648 -0.374
H 5.018 2.293 0.254
H 2.568 2.589 0.078
H 0.358 -0.338 -0.360
C -2.276 2.467 0.011
H -2.590 3.052 -0.862
C -3.481 1.816 0.679
H -3.130 1.217 1.522
H -4.151 2.585 1.064
H -1.763 3.142 0.699
H -1.238 -0.156 -1.711
H -1.925 -0.560 -0.109
H -5.089 1.403 -0.746
H -6.659 -3.935 0.135
H -5.074 -3.218 -0.176
H -6.412 -2.927 -1.299


A single C17H24N4O5S2 molecule, computed with ωB97M-V/def2-TZVPD.

The HOMO energy is -8.78 eV. As for the SMILES: O=C(NNC(=S)NC[C@H]1CCCO1)c1ccc(S(=O)(=O)N2CCOCC2)cc1. Its HOMO-LUMO gap is 8.706 eV. The value obtained for the energy is -2053.76898 a.u. The relative energy (zero: lowest compared OMol25 entry of this formula, charge and spin) is 0.629 eV.

CARTESIAN COORDINATES (ANGSTROEM)
O 0.986 -1.685 -0.283
C 0.568 -0.630 0.169
N 1.424 0.350 0.537
N 2.778 0.192 0.267
C 3.522 1.299 0.026
N 4.800 1.133 -0.354
H 5.322 1.981 -0.511
C 5.464 -0.130 -0.579
H 5.106 -0.606 -1.502
H 5.262 -0.807 0.259
C 6.982 0.082 -0.699
C 7.599 0.627 0.607
H 7.961 1.646 0.492
H 6.857 0.613 1.406
C 8.734 -0.356 0.906
H 8.890 -0.513 1.970
H 9.665 -0.012 0.455
C 8.250 -1.616 0.191
H 7.534 -2.169 0.816
H 9.051 -2.288 -0.114
O 7.620 -1.147 -0.986
H 7.174 0.745 -1.552
S 2.898 2.814 0.296
H 2.955 -0.706 -0.179
H 1.194 1.316 0.769
C -0.873 -0.352 0.412
C -1.713 -1.453 0.575
C -3.067 -1.274 0.784
C -3.577 0.010 0.819
C -2.763 1.112 0.645
C -1.405 0.936 0.440
H -0.781 1.802 0.280
H -3.207 2.095 0.678
S -5.339 0.217 1.067
O -5.629 1.624 1.115
O -5.761 -0.604 2.162
N -5.892 -0.502 -0.347
C -5.852 0.367 -1.507
H -4.957 0.984 -1.432
C -7.105 1.248 -1.579
H -7.141 1.793 -2.524
O -8.277 0.464 -1.532
C -8.335 -0.295 -0.344
H -9.272 -0.852 -0.383
C -7.136 -1.241 -0.244
H -7.129 -1.754 0.717
H -7.161 -1.972 -1.059
H -8.335 0.372 0.531
H -7.088 1.956 -0.740
H -5.785 -0.267 -2.397
H -3.737 -2.107 0.925
H -1.278 -2.441 0.532


A gas-phase ion, C17H24N5O7 (charge -1), computed with ωB97M-V/def2-TZVPD.

The net charge is -1. The HOMO energy is -5.38 eV. As for the SMILES: C#CC[C@]1(OC#N)[N@@H+](CN)[C@@](CCCCN(C)C(C)=O)(C(=O)[O-])O[C@]1(N)C(=O)[O-]. Its HOMO-LUMO gap is 7.745 eV. The value obtained for the energy is -1462.54236 a.u.

CARTESIAN COORDINATES (ANGSTROEM)
C 1.654 -1.932 2.353
C 2.346 -1.442 1.507
C 3.127 -1.223 0.229
C 2.332 -0.488 -0.864
O 3.233 -0.358 -1.978
C 4.192 0.527 -1.772
N 5.103 1.137 -1.405
N 1.531 0.679 -0.450
C 2.124 1.747 0.408
N 1.365 1.982 1.645
C 0.577 1.060 -1.541
C -0.559 2.036 -1.136
C -1.973 1.413 -1.301
C -2.206 0.366 -0.139
C -3.015 0.950 1.045
N -2.992 0.162 2.287
C -1.642 -0.139 2.771
C -3.849 -0.997 2.259
C -3.812 -2.094 1.171
O -4.664 -1.111 3.142
C 1.201 1.712 -2.838
O 2.033 2.638 -2.731
O 0.828 1.255 -3.924
O 0.176 -0.241 -1.983
C 1.113 -1.268 -1.579
N 1.391 -1.871 -2.872
C 0.418 -2.421 -0.758
O -0.365 -2.163 0.186
O 0.660 -3.586 -1.113
H 1.125 -2.578 3.041
H 4.041 -0.677 0.547
H 3.495 -2.181 -0.188
H 0.855 0.231 0.213
H 2.215 2.687 -0.166
H 3.157 1.478 0.702
H 2.035 2.042 2.407
H 0.933 2.897 1.538
H -0.467 2.416 -0.093
H -0.504 2.946 -1.767
H -2.063 0.910 -2.283
H -2.761 2.196 -1.284
H -2.775 -0.454 -0.618
H -1.205 0.001 0.136
H -4.065 1.124 0.741
H -2.595 1.954 1.292
H -1.106 0.800 3.020
H -1.032 -0.788 2.108
H -1.747 -0.675 3.741
H -2.780 -2.251 0.794
H -4.259 -3.015 1.578
H -4.483 -1.753 0.353
H 2.192 -2.489 -2.840
H 1.467 -1.153 -3.591


A molecular structure, C17H24N5O7S2SbYb, computed with ωB97M-V/def2-TZVPD.

Its multiplicity is 2. The net charge is -1. The HOMO energy (alpha / beta) is -1.95 / -1.94 eV. Its HOMO-LUMO gap (alpha / beta) is 3.482 / 3.476 eV. The value obtained for the energy is -3657.20952 a.u. As for the expectation value of S²: 0.75. The relative energy (zero: lowest compared OMol25 entry of this formula, charge and spin) is 4.181 eV.

CARTESIAN COORDINATES (ANGSTROEM)
Yb 0.000 0.000 0.000
O -1.960 1.166 2.811
C -1.463 1.041 1.690
N -0.208 1.304 1.316
C 0.799 0.965 2.126
O 0.853 1.078 3.352
C 2.092 0.519 1.429
C 3.291 0.821 2.073
C 4.492 0.365 1.529
C 4.467 -0.392 0.364
C 3.241 -0.644 -0.228
N 2.066 -0.206 0.261
C -2.432 0.677 0.556
C -3.761 1.068 0.714
C -4.702 0.690 -0.243
C -4.298 -0.079 -1.328
C -2.960 -0.422 -1.426
N -2.024 -0.060 -0.530
H 3.277 1.398 2.992
H 5.430 0.590 2.023
H 5.380 -0.780 -0.072
H 3.164 -1.234 -1.135
H -4.050 1.653 1.581
H -5.740 0.985 -0.130
H -5.007 -0.408 -2.078
H -2.592 -1.026 -2.249
C 1.759 -3.925 -2.189
O 1.097 -2.955 -2.998
C 0.647 -1.904 -2.286
O 0.726 -1.676 -1.087
N 0.015 -0.969 -3.029
N -0.396 0.044 -2.204
H 2.091 -4.739 -2.838
H 1.072 -4.337 -1.442
H 2.639 -3.488 -1.706
H -0.114 -1.045 -4.029
H -1.518 0.267 -2.322
H -0.034 1.072 -2.572
C 1.226 -4.034 1.673
Sb 1.860 -2.026 1.176
C 3.650 -2.682 0.154
C 2.864 -1.714 3.067
H 2.081 -4.603 2.093
H 0.859 -4.542 0.758
H 0.410 -3.988 2.424
H 4.176 -3.441 0.769
H 4.319 -1.813 -0.013
H 3.373 -3.128 -0.824
H 3.491 -2.596 3.308
H 2.108 -1.569 3.865
H 3.507 -0.812 2.998
O -3.364 -3.304 2.047
S -3.896 -2.160 1.316
O -4.536 -1.128 2.123
O -4.534 -2.459 0.040
S -2.191 -1.221 0.718
H 0.322 0.016 1.956


A single C17H24N6O3 molecule, computed with ωB97M-V/def2-TZVPD.

The HOMO energy is -7.58 eV. As for the SMILES: [H]/N=C(\N)NCCC[C@H](NC(=O)[C@@H](N)Cc1c[nH]c2ccccc12)C(=O)O. Its HOMO-LUMO gap is 8.057 eV. The value obtained for the energy is -1216.45958 a.u. The relative energy (zero: lowest compared OMol25 entry of this formula, charge and spin) is 2.043 eV.

CARTESIAN COORDINATES (ANGSTROEM)
C 1.450 -1.719 0.121
C -0.047 -1.403 0.202
C 2.166 -0.731 -0.851
C 3.669 -0.645 -0.537
C 4.433 -1.722 -0.202
C 4.467 0.543 -0.375
C 5.677 0.092 0.006
C 4.297 1.911 -0.657
C 6.763 0.958 0.101
C 5.346 2.758 -0.720
C 6.590 2.302 -0.272
C -1.949 -0.001 0.786
C -2.144 1.353 1.396
C -2.885 -1.094 1.410
C -4.410 -0.867 1.129
C -4.864 -1.230 -0.403
C -5.932 0.789 -1.200
H 1.357 -3.038 -1.424
H 1.194 -3.808 0.093
H 1.947 -1.534 1.099
H 1.761 0.348 -0.735
H 2.041 -1.059 -1.912
H 3.985 -2.727 0.018
H 6.477 -1.751 0.539
H 3.292 2.141 -1.034
H 7.675 0.524 0.493
H 5.135 3.793 -1.017
H 7.419 2.956 -0.263
H 0.107 0.122 1.561
H -2.045 -0.092 -0.364
H -2.599 -2.029 0.988
H -2.822 -1.157 2.582
H -4.702 0.194 1.306
H -5.005 -1.490 1.802
H -5.131 -2.262 -0.300
H -4.076 -1.033 -1.187
H -6.940 -0.914 -0.828
H -5.189 2.580 -0.965
H -7.663 0.843 -2.224
H -6.940 2.347 -1.930
H -3.786 1.592 0.384
N 1.754 -3.071 -0.389
N 5.693 -1.286 0.101
N -0.486 -0.350 0.938
N -6.047 -0.537 -0.979
N -4.882 1.469 -0.905
N -7.140 1.416 -1.575
O -0.837 -2.085 -0.451
O -1.366 1.744 2.275
O -3.236 2.115 1.098


3 unconnected molecules or ions with the total composition C17H25BF6NO5, computed with ωB97M-V/def2-TZVPD.

The net charge is +1. The HOMO energy is -11.83 eV. Its HOMO-LUMO gap is 8.560 eV. The value obtained for the energy is -1717.48263 a.u. The relative energy (zero: lowest compared OMol25 entry of this formula, charge and spin) is 4.923 eV.

CARTESIAN COORDINATES (ANGSTROEM)
C -4.348 -0.214 -1.403
B -3.124 -0.028 -2.489
O -2.876 1.279 -3.008
N -2.333 -1.281 -2.823
C -0.854 -1.020 -3.106
C -0.123 -1.086 -1.668
C 0.018 -2.485 -0.972
C 0.675 -2.633 0.419
C 1.218 -1.324 1.082
C 1.941 -1.532 2.519
C 1.091 0.084 0.398
C 0.428 0.210 -0.997
H -4.750 -1.282 -1.589
H -3.834 -0.176 -0.370
H -5.148 0.590 -1.507
H -3.098 1.904 -2.277
H -2.430 -1.917 -1.997
H -2.788 -1.797 -3.610
H -0.707 -0.001 -3.595
H -0.412 -1.821 -3.797
H -0.392 -3.377 -1.574
H 0.744 -3.668 0.882
H 2.313 -2.625 2.541
H 2.818 -0.781 2.511
H 1.223 -1.320 3.395
H 1.475 1.043 0.894
H 0.305 1.180 -1.582
C 7.757 -4.331 5.213
C 7.743 -4.122 3.712
O 6.695 -4.893 3.102
C 5.463 -4.347 3.138
O 5.208 -3.283 3.644
C 4.462 -5.247 2.412
F 4.605 -6.547 2.737
F 4.601 -5.174 1.071
F 3.176 -4.932 2.678
H 7.825 -5.395 5.452
H 8.602 -3.810 5.667
H 6.836 -3.960 5.671
H 8.683 -4.477 3.283
H 7.650 -3.064 3.452
C -4.416 5.511 -3.883
C -5.375 5.245 -2.740
O -4.820 5.702 -1.498
C -4.956 7.022 -1.239
O -5.496 7.803 -1.976
C -4.369 7.360 0.129
F -3.167 6.780 0.334
F -5.170 6.946 1.133
F -4.188 8.680 0.304
H -3.437 5.071 -3.674
H -4.800 5.092 -4.815
H -4.259 6.583 -4.025
H -5.533 4.168 -2.637
H -6.353 5.698 -2.920


A molecular structure, C17H25ClOPd, computed with ωB97M-V/def2-TZVPD.

Its multiplicity is 5. The net charge is +2. The HOMO energy (alpha / beta) is -13.68 / -14.04 eV. Its HOMO-LUMO gap (alpha / beta) is 6.158 / 5.615 eV. The value obtained for the energy is -1325.22482 a.u. As for the expectation value of S²: 6.02. The relative energy (zero: lowest compared OMol25 entry of this formula, charge and spin) is 1.162 eV.

CARTESIAN COORDINATES (ANGSTROEM)
C 0.231 0.874 -5.347
C 1.607 1.379 -5.292
C -0.014 -0.543 -5.638
C -0.893 1.817 -5.327
Cl 0.088 0.354 -1.807
H -0.025 -0.684 -6.731
H -0.984 -0.887 -5.253
H 0.770 -1.196 -5.230
H 1.931 1.635 -6.315
H 2.312 0.632 -4.901
H 1.694 2.289 -4.682
H -1.083 2.162 -6.356
H -0.681 2.706 -4.716
H -1.819 1.356 -4.957
C 1.859 -1.012 2.421
C 1.041 -2.000 1.780
C 1.402 -1.961 0.377
H 0.366 -2.741 2.265
C 2.257 -0.815 0.179
C 2.418 -0.147 1.447
H 3.051 0.747 1.680
H 1.955 -0.787 3.489
H 1.167 -2.756 -0.370
H 2.819 -0.583 -0.749
C -2.056 0.940 1.962
C -2.090 -0.397 2.418
C -2.048 -1.293 1.296
H -1.985 -0.820 3.419
C -2.317 -0.465 0.130
C -2.266 0.916 0.539
H -2.495 1.812 -0.096
H -1.836 1.846 2.553
H -2.085 -2.411 1.364
H -2.673 -0.838 -0.847
Pd -0.059 -0.167 0.548
C 0.119 1.361 4.726
C 0.046 0.075 4.165
C -0.048 -1.165 4.885
O 0.065 0.269 2.925
H 0.164 1.242 5.793
H -0.745 1.970 4.421
H 1.025 1.846 4.337
H -0.110 -2.145 4.366
H 0.823 -1.257 5.545
H -0.896 -1.160 5.585


A single C17H25N3O molecule, computed with ωB97M-V/def2-TZVPD.

The HOMO energy is -8.36 eV. As for the SMILES: CCCCn1c(CCNC(=O)CCC)nc2ccccc21. Its HOMO-LUMO gap is 9.190 eV. The value obtained for the energy is -902.35719 a.u. The relative energy (zero: lowest compared OMol25 entry of this formula, charge and spin) is 0.000 eV.

CARTESIAN COORDINATES (ANGSTROEM)
C 1.471 -4.491 -0.502
C 0.078 -3.904 -0.303
C -0.309 -2.910 -1.399
H -0.038 -3.320 -2.374
H -1.391 -2.766 -1.383
C 0.366 -1.543 -1.238
N -0.135 -0.838 -0.088
C 0.471 -0.608 1.113
N -0.268 0.078 1.943
C -1.442 0.326 1.280
C -2.578 1.017 1.684
C -3.615 1.125 0.782
C -3.533 0.569 -0.496
C -2.415 -0.123 -0.916
C -1.371 -0.243 -0.012
H -2.358 -0.538 -1.911
H -4.366 0.687 -1.174
H -4.513 1.656 1.063
H -2.635 1.451 2.670
C 1.873 -0.984 1.446
H 2.126 -1.980 1.084
H 1.956 -0.974 2.534
C 2.843 0.057 0.849
N 2.358 1.401 1.060
C 1.608 2.018 0.104
O 1.556 1.611 -1.038
C 0.917 3.271 0.608
C 0.228 4.059 -0.504
C -1.026 3.358 -1.010
H -1.739 3.208 -0.201
H -0.768 2.387 -1.423
H -1.504 3.948 -1.788
H 0.928 4.185 -1.332
H -0.035 5.049 -0.126
H 0.182 2.963 1.357
H 1.666 3.894 1.105
H 2.204 1.669 2.020
H 3.833 -0.050 1.298
H 2.924 -0.067 -0.234
H 0.174 -0.925 -2.120
H 1.445 -1.658 -1.141
H 0.015 -3.411 0.670
H -0.646 -4.722 -0.298
H 1.715 -5.171 0.312
H 2.232 -3.715 -0.535
H 1.517 -5.047 -1.436


| no. | F_max (eV/Å) |
| --- | --- |
| 1 | 0.5 |
| 2 | 1.1 |
| 3 | 2.8 |
| 4 | 10.3 |
| 5 | 3.9 |
| 6 | 4.9 |
| 7 | 4.3 |
| 8 | 0.7 |